Record 1
This record from the OMol25 dataset describes C21H57AlF6N19O44S2 as an isolated structure. The level of theory is wB97M-V/def2-TZVPD.

Total charge: +1
HOMO level (eV): -12.442
Kohn-Sham gap (eV): 2.51

Each line ends with the Löwdin charge.
Geometry (Å):
1 Al 14.201 18.161 14.473  1.435
2 C 9.112 17.097 12.658  -0.491
3 F 7.929 16.490 12.638  0.167
4 F 9.886 16.766 11.562  0.103
5 F 8.879 18.453 12.694  0.120
6 S 10.196 16.488 14.277  0.591
7 O 10.420 15.028 14.084  -0.244
8 O 11.463 17.254 14.176  -0.344
9 O 9.396 16.775 15.443  -0.248
10 C 17.708 14.067 13.198  -0.509
11 F 18.919 13.509 13.517  0.112
12 F 17.479 14.051 11.852  0.119
13 F 16.649 13.545 13.827  0.132
14 S 17.747 15.954 13.779  0.562
15 O 16.373 16.562 13.734  -0.310
16 O 18.163 15.908 15.146  -0.268
17 O 18.702 16.624 12.919  -0.263
18 C 18.533 19.543 12.080  0.020
19 N 17.146 19.722 11.674  -0.403
20 O 16.978 19.939 10.457  0.082
21 O 16.310 19.663 12.531  0.027
22 H 19.113 19.104 11.268  0.082
23 H 18.578 18.912 12.968  0.063
24 H 19.056 20.463 12.341  0.118
25 C 18.938 18.432 17.048  0.050
26 N 18.247 19.089 15.912  -0.359
27 O 17.128 18.618 15.609  -0.029
28 O 18.782 20.033 15.352  0.076
29 H 18.926 17.383 16.751  0.064
30 H 18.302 18.609 17.915  0.087
31 H 19.944 18.820 17.210  0.114
32 C 14.077 15.441 10.066  0.068
33 N 14.632 16.734 10.543  -0.378
34 O 14.225 17.166 11.617  0.003
35 O 15.391 17.342 9.819  0.117
36 H 13.306 15.673 9.332  0.119
37 H 13.631 14.754 10.785  0.078
38 H 14.945 14.925 9.654  0.086
39 C 16.828 14.406 17.490  0.069
40 N 15.579 14.600 16.680  -0.378
41 O 14.954 13.603 16.391  0.042
42 O 15.177 15.684 16.295  0.005
43 H 16.667 14.072 18.515  0.108
44 H 17.232 15.418 17.510  0.086
45 H 17.446 13.651 17.003  0.096
46 C 14.305 19.493 19.485  0.074
47 N 15.135 18.617 18.563  -0.351
48 O 14.916 18.683 17.313  -0.060
49 O 15.905 17.831 19.118  0.056
50 H 14.640 20.525 19.378  0.092
51 H 14.377 19.153 20.518  0.103
52 H 13.310 19.377 19.055  0.101
53 C 21.696 16.703 12.840  0.046
54 N 21.520 17.975 13.603  -0.401
55 O 21.905 19.042 13.090  0.060
56 O 20.982 17.893 14.682  0.054
57 H 20.887 16.503 12.136  0.062
58 H 21.805 15.921 13.590  0.082
59 H 22.673 16.673 12.359  0.106
60 C 19.093 16.784 9.886  0.012
61 N 18.642 16.455 8.505  -0.404
62 O 17.675 15.692 8.419  0.023
63 O 19.079 17.034 7.529  0.085
64 H 19.811 17.603 9.858  0.101
65 H 19.400 15.962 10.532  0.064
66 H 18.225 17.202 10.396  0.068
67 C 14.689 9.646 14.960  0.052
68 N 13.604 9.104 14.093  -0.381
69 O 13.324 7.889 14.163  0.073
70 O 12.935 9.921 13.428  0.016
71 H 14.557 9.292 15.982  0.088
72 H 14.582 10.731 14.986  0.067
73 H 15.694 9.525 14.555  0.090
74 C 16.808 22.650 15.410  0.089
75 N 15.737 21.765 16.099  -0.357
76 O 15.216 20.848 15.457  -0.044
77 O 15.252 22.086 17.195  0.057
78 H 16.945 22.226 14.415  0.089
79 H 17.750 22.600 15.956  0.095
80 H 16.413 23.666 15.409  0.104
81 C 20.656 14.718 16.475  0.044
82 N 20.837 13.923 17.724  -0.400
83 O 20.008 14.027 18.643  0.035
84 O 21.814 13.143 17.716  0.049
85 H 20.324 15.719 16.749  0.078
86 H 19.876 14.136 15.984  0.082
87 H 21.601 14.717 15.931  0.094
88 C 11.596 14.918 18.045  0.066
89 N 12.475 16.056 17.778  -0.389
90 O 13.170 16.450 18.716  0.070
91 O 12.568 16.493 16.651  0.024
92 H 10.647 14.984 17.512  0.108
93 H 11.386 15.013 19.111  0.108
94 H 12.161 13.995 17.918  0.110
95 C 18.422 12.281 8.504  0.061
96 N 19.564 11.319 8.774  -0.398
97 O 19.492 10.517 9.696  0.048
98 O 20.625 11.577 8.173  0.025
99 H 18.802 12.928 7.713  0.099
100 H 18.325 12.666 9.519  0.079
101 H 17.507 11.740 8.263  0.086
102 C 12.634 13.102 14.477  0.033
103 N 13.506 13.868 13.573  -0.336
104 O 14.193 13.289 12.693  0.042
105 O 13.645 15.057 13.890  0.024
106 H 11.910 12.669 13.787  0.113
107 H 12.109 13.701 15.222  0.077
108 H 13.257 12.360 14.976  0.073
109 C 14.254 10.641 10.608  0.046
110 N 15.351 11.486 10.133  -0.410
111 O 15.033 12.540 9.597  0.047
112 O 16.503 11.101 10.335  0.051
113 H 13.892 10.134 9.713  0.116
114 H 13.539 11.372 10.984  0.088
115 H 14.607 9.947 11.371  0.094
116 C 23.096 13.751 8.553  0.070
117 N 21.876 14.622 8.754  -0.417
118 O 21.319 15.011 7.716  0.073
119 O 21.691 14.993 9.884  0.031
120 H 23.381 13.729 7.501  0.107
121 H 22.842 12.848 9.108  0.084
122 H 23.786 14.390 9.104  0.101
123 C 15.877 10.583 18.830  0.055
124 N 15.158 9.231 19.095  -0.427
125 O 15.427 8.335 18.320  0.056
126 O 14.508 9.110 20.110  0.073
127 H 16.753 10.693 19.469  0.100
128 H 15.257 11.355 19.287  0.079
129 H 15.972 10.766 17.760  0.070
130 C 20.927 12.255 11.685  0.034
131 N 22.035 12.456 12.654  -0.442
132 O 21.803 13.118 13.659  0.022
133 O 23.099 11.970 12.428  0.111
134 H 20.373 13.179 11.520  0.085
135 H 20.278 11.579 12.241  0.084
136 H 21.280 11.762 10.779  0.082
137 C 18.021 17.518 21.560  0.036
138 N 19.124 17.764 20.615  -0.421
139 O 19.709 18.817 20.669  0.078
140 O 19.443 16.909 19.763  0.023
141 H 17.606 18.488 21.834  0.099
142 H 18.365 17.093 22.503  0.109
143 H 17.239 16.907 21.109  0.083
144 C 20.218 9.899 14.993  0.056
145 N 18.799 10.185 14.752  -0.393
146 O 18.069 10.689 15.621  0.026
147 O 18.336 10.013 13.607  0.043
148 H 20.549 10.165 15.997  0.104
149 H 20.798 10.621 14.418  0.084
150 H 20.451 8.845 14.841  0.117

***

Record 2
This record from the OMol25 dataset describes a 8-piece molecular cluster, C21H57Cl6O20P5 overall. The level of theory is wB97M-V/def2-TZVPD.

Total charge: 0
SMILES string: COP(=O)(OC)OC.COP(=O)(OC)OC.COP(=O)(OC)OC.COP(=O)(OC)OC.COP(=O)(OC)OC.ClCCCl.ClCCCl.ClCCCl
HOMO level (eV): -10.411
Kohn-Sham gap (eV): 10.71

Each line ends with the Löwdin charge.
Geometry (Å):
1 Cl 10.741 9.731 13.873  0.610
2 C 12.303 8.993 13.570  -0.678
3 C 12.393 7.640 14.246  -0.643
4 Cl 13.573 6.527 13.438  0.519
5 H 13.156 9.627 13.933  0.080
6 H 12.412 8.880 12.484  0.067
7 H 11.480 7.076 14.095  0.047
8 H 12.600 7.710 15.311  0.059
9 Cl 14.699 12.227 24.183  0.491
10 C 13.205 11.802 23.187  -0.578
11 C 13.617 11.775 21.755  -0.681
12 Cl 14.926 10.613 21.506  0.563
13 H 12.469 12.561 23.337  0.064
14 H 12.859 10.820 23.509  0.075
15 H 13.958 12.742 21.422  0.058
16 H 12.799 11.563 21.099  0.058
17 Cl 13.378 18.387 17.143  0.597
18 C 13.794 16.780 16.649  -0.703
19 C 12.635 16.041 16.203  -0.573
20 Cl 11.171 16.070 17.367  0.558
21 H 14.332 16.376 17.507  0.057
22 H 14.519 16.897 15.810  0.099
23 H 12.850 14.984 16.095  0.058
24 H 12.245 16.403 15.259  0.032
25 C 8.151 11.525 19.137  -0.056
26 O 9.185 10.806 19.778  -0.222
27 P 9.077 9.678 20.826  0.304
28 O 8.146 9.812 21.922  -0.204
29 O 8.785 8.428 19.846  -0.260
30 C 8.082 7.225 20.359  -0.045
31 O 10.561 9.435 21.301  -0.191
32 C 11.454 8.980 20.279  -0.087
33 H 8.017 11.177 18.118  0.094
34 H 8.558 12.466 18.974  0.066
35 H 7.280 11.479 19.790  0.100
36 H 7.774 6.791 19.422  0.077
37 H 7.280 7.507 21.069  0.093
38 H 8.856 6.535 20.774  0.096
39 H 11.534 9.730 19.512  0.069
40 H 11.081 8.037 19.918  0.083
41 H 12.483 8.875 20.647  0.080
42 C 12.744 18.426 12.663  -0.108
43 O 12.338 17.094 12.644  -0.231
44 P 10.783 16.663 12.649  0.336
45 O 9.897 17.399 11.778  -0.201
46 O 10.412 16.729 14.179  -0.258
47 C 8.971 16.622 14.473  -0.044
48 O 11.055 15.149 12.244  -0.213
49 C 11.704 14.139 13.091  -0.055
50 H 13.072 18.780 13.650  0.088
51 H 11.900 18.986 12.314  0.076
52 H 13.536 18.449 11.930  0.090
53 H 8.479 16.160 13.608  0.090
54 H 8.556 17.580 14.570  0.077
55 H 8.857 15.993 15.319  0.059
56 H 11.596 13.275 12.524  0.057
57 H 11.158 14.005 14.073  0.098
58 H 12.766 14.360 13.322  0.094
59 C 17.133 17.238 22.781  -0.103
60 O 17.564 16.676 21.569  -0.225
61 P 16.603 16.362 20.356  0.390
62 O 15.458 15.487 20.680  -0.235
63 O 17.735 15.807 19.327  -0.231
64 C 18.087 14.423 19.497  -0.079
65 O 16.242 17.773 19.695  -0.233
66 C 17.261 18.691 19.226  -0.074
67 H 16.478 16.608 23.339  0.076
68 H 16.574 18.216 22.617  0.114
69 H 18.035 17.451 23.379  0.097
70 H 19.166 14.345 19.286  0.101
71 H 17.641 13.933 18.685  0.050
72 H 17.795 14.095 20.505  0.098
73 H 16.970 19.733 19.266  0.085
74 H 17.500 18.454 18.199  0.082
75 H 18.175 18.539 19.885  0.107
76 C 11.174 11.391 16.990  -0.108
77 O 12.365 10.602 16.865  -0.210
78 P 13.647 11.421 16.497  0.286
79 O 13.622 12.255 15.292  -0.218
80 O 13.827 12.210 17.812  -0.216
81 C 14.942 13.036 18.175  -0.065
82 O 14.713 10.249 16.416  -0.207
83 C 14.839 9.260 17.438  -0.082
84 H 10.334 10.793 17.227  0.062
85 H 10.867 11.881 16.047  0.077
86 H 11.263 12.193 17.720  0.090
87 H 14.541 13.887 18.724  0.072
88 H 15.376 13.392 17.229  0.099
89 H 15.670 12.581 18.837  0.076
90 H 14.653 9.658 18.435  0.069
91 H 15.879 8.848 17.347  0.107
92 H 14.295 8.373 17.151  0.074
93 C 6.293 15.559 20.742  -0.134
94 O 7.659 15.441 20.356  -0.256
95 P 8.828 15.429 21.598  0.501
96 O 9.128 16.778 22.066  -0.210
97 O 8.165 14.328 22.559  -0.239
98 C 8.305 12.880 22.468  -0.069
99 O 10.008 14.607 20.799  -0.241
100 C 11.163 15.466 20.718  -0.141
101 H 5.588 15.410 19.911  0.091
102 H 6.091 16.473 21.300  0.087
103 H 6.091 14.772 21.456  0.061
104 H 8.628 12.424 23.385  0.084
105 H 9.004 12.644 21.672  0.051
106 H 7.307 12.429 22.145  0.108
107 H 10.924 16.312 20.132  0.034
108 H 11.928 14.970 20.128  0.068
109 H 11.536 15.730 21.705  0.093

***

Computed max |F|, in the same sequence as the records: 3.66 4.52 eV/Å.